1.
24
Properties=species:S:1:pos:R:3 method="wB97M-V/def2-TZVPD" relative_energy_ev=2.3870 homo_lumo_gap_ev=9.40 e_homo_ev=-8.8 total_energy_ha=-496.96981 fmax_ha_per_bohr=0.096 smiles="CNC(C)=O.CNC(C)=O" charge=0
C -0.39 -2.23 1.55
N -0.95 -1.75 0.24
C -2.21 -1.08 0.42
C -2.91 -0.43 -0.73
O -2.87 -1.16 1.47
H 0.45 -2.82 1.40
H -0.40 -1.43 2.37
H -1.16 -2.98 1.78
H -0.29 -1.54 -0.55
H -2.43 0.49 -0.98
H -2.83 -1.04 -1.66
H -3.97 -0.34 -0.41
C 0.89 2.41 0.87
N 1.51 2.16 -0.40
C 1.62 0.73 -0.69
C 2.61 0.25 -1.62
O 0.89 -0.03 -0.06
H 1.41 2.21 1.71
H 0.52 3.43 0.78
H 0.00 1.74 1.11
H 1.74 2.93 -0.97
H 2.61 -0.79 -1.77
H 2.52 0.63 -2.62
H 3.64 0.64 -1.26



2.
24
Properties=species:S:1:pos:R:3 method="wB97M-V/def2-TZVPD" relative_energy_ev=1.0897 homo_lumo_gap_ev=10.07 e_homo_ev=-9.5 total_energy_ha=-497.01748 fmax_ha_per_bohr=0.031 smiles="CNC(C)=O.CNC(C)=O" charge=0
C 0.81 -2.06 -1.56
N -0.08 -0.99 -1.18
C -1.33 -0.90 -1.75
C -2.11 0.30 -1.31
O -1.79 -1.78 -2.43
H 0.24 -2.91 -1.91
H 1.48 -1.86 -2.41
H 1.38 -2.34 -0.68
H 0.34 -0.12 -0.87
H -2.14 1.12 -2.04
H -3.19 0.08 -1.33
H -1.81 0.70 -0.34
C 1.52 2.47 0.42
N 1.59 1.48 1.48
C 0.52 0.77 1.99
C 1.02 -0.58 2.45
O -0.62 1.13 1.88
H 2.53 2.61 0.06
H 0.98 2.09 -0.43
H 1.17 3.43 0.79
H 2.48 1.36 1.93
H 1.93 -0.48 3.04
H 0.34 -1.27 2.96
H 1.21 -1.22 1.58



3.
24
Properties=species:S:1:pos:R:3 method="wB97M-V/def2-TZVPD" relative_energy_ev=1.9904 homo_lumo_gap_ev=10.06 e_homo_ev=-9.4 total_energy_ha=-496.98438 fmax_ha_per_bohr=0.095 smiles="CNC(C)=O.CNC(C)=O" charge=0
C 1.02 2.69 0.44
N 0.06 1.98 -0.34
C 0.45 1.17 -1.39
C -0.65 0.68 -2.30
O 1.60 0.83 -1.49
H 0.56 3.65 0.78
H 1.45 2.19 1.19
H 1.97 2.99 -0.09
H -0.91 2.39 -0.32
H -0.33 -0.23 -2.90
H -1.61 0.42 -1.73
H -0.71 1.34 -3.23
C -0.75 -3.04 -0.25
N -0.06 -1.79 0.25
C -0.56 -1.28 1.41
C 0.32 -0.42 2.25
O -1.67 -1.62 1.77
H -0.35 -3.25 -1.27
H -0.35 -3.82 0.52
H -1.78 -3.09 -0.36
H 0.59 -1.30 -0.39
H -0.22 -0.08 3.18
H 1.31 -0.79 2.66
H 0.64 0.40 1.60



4.
24
Properties=species:S:1:pos:R:3 method="wB97M-V/def2-TZVPD" relative_energy_ev=4.0522 homo_lumo_gap_ev=9.45 e_homo_ev=-8.6 total_energy_ha=-496.90861 fmax_ha_per_bohr=0.053 smiles=CN(C)C(N)(O)O.C#CC charge=0
C 0.51 1.84 0.60
N 0.73 0.67 -0.24
C 1.75 0.92 -1.25
C 0.91 -0.56 0.46
N 1.99 -0.56 1.38
O 1.03 -1.63 -0.37
O -0.44 -0.73 1.21
H 0.13 2.65 -0.03
H -0.24 1.60 1.35
H 1.42 2.19 1.10
H 1.40 1.72 -1.89
H 1.88 0.03 -1.86
H 2.72 1.18 -0.80
H 1.80 -0.02 2.22
H 2.28 -1.50 1.61
H 0.17 -1.66 -0.94
H -0.44 -1.64 1.53
C -1.52 -1.69 -1.52
C -2.06 -1.02 -0.64
C -2.94 -0.06 0.00
H -1.58 -2.25 -2.42
H -2.63 0.96 -0.23
H -2.91 -0.19 1.07
H -3.97 -0.23 -0.35